# 1
96
Properties=species:S:1:pos:R:3 method="wB97M-V/def2-TZVPD" charge=0 total_energy_ha=-11987.8984 lumo_energy_ev=0.276 homo_ev=-10.6 e_above_lowest_kcal_mol=31.7 fmax_ha_per_bohr=0.0602 smiles=ClCCCl.ClCCCl.ClCCCl.ClCCCl.ClCCCl.ClCCCl.ClCCCl.ClCCCl.ClCCCl.ClCCCl.ClCCCl.ClCCCl
Cl -1.6157 0.6947 -3.8280
C -3.3126 1.0163 -4.3402
C -3.9712 -0.1428 -5.1978
Cl -5.5733 0.3413 -5.7413
H -3.3380 1.9252 -4.8264
H -3.9148 1.1824 -3.4074
H -4.1588 -1.0261 -4.5702
H -3.4235 -0.3673 -6.1030
Cl -1.4535 4.2932 5.4951
C -1.9064 2.8509 4.4043
C -2.1142 1.6044 5.2088
Cl -2.5695 0.3353 4.0581
H -1.1070 2.7701 3.7117
H -2.8341 3.1498 3.9205
H -2.8846 1.6477 5.9795
H -1.2067 1.3389 5.6836
Cl -5.3103 3.0964 -1.7801
C -4.0020 4.3135 -1.9767
C -2.6314 3.8356 -1.5097
Cl -2.5657 3.4185 0.2125
H -4.3157 5.1071 -1.3114
H -3.8730 4.5788 -3.0139
H -2.0379 4.7125 -1.5787
H -2.2567 3.0007 -2.1045
Cl 4.6998 -0.5506 -0.9114
C 6.2969 -0.7838 -0.0657
C 7.4506 -0.1913 -0.8312
Cl 7.5843 -0.6973 -2.5189
H 6.4329 -1.8420 0.0330
H 6.1362 -0.2322 0.8461
H 8.3655 -0.5349 -0.3699
H 7.3323 0.8881 -0.7718
Cl 4.3544 4.2316 -0.1161
C 3.3568 3.1948 0.9476
C 3.1944 3.8850 2.3172
Cl 2.1586 5.2747 2.0967
H 4.0216 2.3788 1.0141
H 2.3272 2.9934 0.5257
H 4.1929 4.2233 2.5713
H 2.8575 3.1917 3.0676
Cl -7.2977 -1.1098 -1.6464
C -6.5825 -1.1126 -0.0105
C -5.4418 -0.1457 0.1083
Cl -3.9758 -0.2781 -0.9548
H -6.3906 -2.1318 0.3403
H -7.4191 -0.6531 0.5650
H -5.0272 -0.1020 1.1179
H -5.7877 0.8900 -0.1588
Cl 1.6942 -1.8484 -3.0600
C 1.4853 -3.6067 -3.3093
C 0.0983 -4.0545 -2.9377
Cl -1.2556 -3.4876 -3.9099
H 2.2538 -4.1175 -2.6716
H 1.7093 -3.8178 -4.3499
H -0.0644 -3.7052 -1.9081
H 0.1637 -5.1394 -3.0137
Cl 3.2034 2.3410 -5.3065
C 2.0680 2.2556 -3.9323
C 1.5992 3.5892 -3.3249
Cl 0.7119 3.3329 -1.7762
H 2.4886 1.5984 -3.1576
H 1.2068 1.6902 -4.3298
H 0.9961 4.1358 -4.0296
H 2.4143 4.3090 -3.0269
Cl -3.8635 -2.5274 2.8487
C -2.4543 -2.5225 1.7650
C -2.1744 -3.9533 1.2195
Cl -3.1450 -4.1936 -0.2551
H -1.5612 -2.1085 2.1673
H -2.7087 -1.9283 0.8923
H -2.4745 -4.7223 1.9146
H -1.0737 -4.0551 1.0121
Cl 2.0851 -5.3428 0.0394
C 3.0344 -4.6099 1.3014
C 3.9777 -3.5342 0.7726
Cl 5.3103 -4.2563 -0.2166
H 3.6737 -5.4098 1.7686
H 2.3112 -4.2204 1.9841
H 4.5339 -2.9475 1.4525
H 3.3675 -2.8761 0.1632
Cl 1.5203 0.8202 5.4537
C 0.7892 -0.8535 5.4871
C 1.2312 -1.7159 4.3356
Cl 2.9692 -2.0350 4.3279
H -0.3085 -0.7271 5.3818
H 1.0850 -1.3109 6.4485
H 1.0357 -1.1712 3.4318
H 0.7287 -2.6361 4.3631
Cl 0.6625 1.2819 1.7849
C -0.3895 0.6548 0.5159
C 0.4065 -0.3312 -0.3717
Cl 1.1176 -1.6934 0.6249
H -0.6584 1.4814 -0.1427
H -1.2497 0.1676 0.9888
H 1.1813 0.2029 -0.8776
H -0.1958 -0.8651 -1.1178


# 2
99
Properties=species:S:1:pos:R:3 method="wB97M-V/def2-TZVPD" charge=0 total_energy_ha=-3662.3073 lumo_energy_ev=-1.415 homo_ev=-8.4 fmax_ha_per_bohr=0.0662 smiles="COCCCc1cc(C[C@@H](C)Cl)cc2c1C(=O)C=C([PH2]=S)C2=O.NC(N)=O.NC(N)=O.NC(N)=O.NC(N)=O.NC(N)=O.NC(N)=O.NC(N)=O"
C 1.6886 -4.4822 0.4133
O 1.3117 -4.8496 -0.8894
C -0.0555 -4.5487 -1.1030
C -0.4431 -4.6183 -2.5527
C 0.1668 -3.5301 -3.4949
C 0.6699 -2.3008 -2.7785
C 2.0117 -2.0917 -2.7769
C 2.5883 -1.0358 -2.1576
C 4.0672 -0.7872 -2.2053
C 4.9203 -1.6271 -1.2465
C 4.9871 -1.0006 0.1757
Cl 4.4938 -3.3607 -1.1873
C 1.7657 -0.1896 -1.5228
C 0.4542 -0.3613 -1.5013
C -0.1502 -1.4173 -2.1491
C -1.6293 -1.5628 -2.1435
O -2.2673 -2.2542 -2.9147
C -2.3796 -0.7564 -1.1259
C -1.8009 0.2484 -0.5169
P -2.7884 1.1896 0.7244
S -4.0333 0.0304 1.6892
C -0.3915 0.6061 -0.7959
O -0.0056 1.7139 -0.4370
H 2.5609 -5.0641 0.6965
H 0.9107 -4.6848 1.1550
H 1.9675 -3.4259 0.4432
H -0.6222 -5.3374 -0.5956
H -0.3265 -3.6141 -0.6010
H -1.5228 -4.6523 -2.6177
H -0.0818 -5.5719 -2.9188
H -0.6206 -3.2190 -4.1741
H 0.9600 -3.9578 -4.0959
H 2.6640 -2.7807 -3.2856
H 4.4236 -0.9158 -3.2240
H 4.2063 0.2486 -1.9088
H 5.9329 -1.5897 -1.6311
H 6.0222 -0.9561 0.4835
H 4.5255 -0.0253 0.1368
H 4.4886 -1.6944 0.8467
H 2.2162 0.6633 -1.0390
H -3.4122 -1.0217 -0.9409
H -3.5312 2.1252 -0.0208
H -1.9448 1.8042 1.6636
C 1.2206 2.4615 3.0710
O 0.1029 2.1454 3.4537
N 2.2061 2.8731 3.9367
N 1.5717 2.4397 1.7604
H 3.1273 3.1437 3.6487
H 1.9718 2.9020 4.9112
H 0.8347 2.1538 1.1297
H 2.4744 2.6915 1.4045
C 5.0317 0.2600 3.6464
O 5.3566 0.6710 2.5456
N 3.8208 -0.3309 3.8794
N 5.8514 0.3567 4.7382
H 3.5322 -0.6752 4.7747
H 3.1947 -0.4164 3.1003
H 6.7471 0.7851 4.6011
H 5.6042 0.0254 5.6505
C -0.9801 6.5251 4.3994
O -1.4484 7.5954 4.7423
N 0.1143 5.9487 4.9911
N -1.4698 5.7575 3.3789
H 0.4805 5.0686 4.6855
H 0.5615 6.4312 5.7464
H -2.2758 6.0822 2.8681
H -1.0551 4.8815 3.1195
C 0.9317 1.7283 -4.7359
O 1.9035 1.7849 -4.0043
N -0.3446 1.6106 -4.2582
N 1.0364 1.7795 -6.1001
H -1.1565 1.5621 -4.8431
H -0.4563 1.5734 -3.2635
H 1.9577 1.8663 -6.4848
H 0.2513 1.7348 -6.7205
C -1.2622 -8.3978 -2.5117
O -1.5980 -7.2797 -2.1674
N -0.1782 -9.0349 -1.9721
N -1.9391 -9.1079 -3.4668
H 0.1178 -9.9534 -2.2398
H 0.3405 -8.5399 -1.2707
H -2.7383 -8.6684 -3.8822
H -1.6791 -10.0279 -3.7647
C -3.9119 5.5458 0.2781
O -3.8400 5.3533 1.4900
N -5.0769 5.5089 -0.4067
N -2.7994 5.8138 -0.4772
H -5.1449 5.6608 -1.3936
H -5.9102 5.2975 0.1126
H -1.9176 5.8498 -0.0008
H -2.8259 5.9753 -1.4649
C -6.6273 3.2221 2.7814
O -6.8441 3.9589 1.8305
N -5.4443 3.2103 3.4546
N -7.5669 2.3440 3.2477
H -5.2599 2.6092 4.2340
H -4.7248 3.8460 3.1433
H -8.4502 2.3248 2.7755
H -7.4145 1.7286 4.0228


# 3
99
Properties=species:S:1:pos:R:3 method="wB97M-V/def2-TZVPD" charge=0 total_energy_ha=-4649.7835 lumo_energy_ev=-0.004 homo_ev=-8.8 fmax_ha_per_bohr=0.0148 smiles="CC(=O)OCCc1cnc2cc(P(O)Cl)ccc2n1.COP(=O)(OC)OC.COP(=O)(OC)OC.COP(=O)(OC)OC.COP(=O)(OC)OC"
C 1.8091 0.7642 0.5023
C 1.3953 -0.6141 0.8969
O 0.6019 -0.8975 1.7619
O 2.0836 -1.5653 0.2035
C 1.4753 -2.8463 0.0775
C 0.6552 -2.9344 -1.2114
C -0.7323 -2.3947 -1.0452
C -1.8474 -3.2891 -0.9353
N -3.0649 -2.8896 -0.7318
C -3.2448 -1.5411 -0.6187
C -4.5275 -1.0299 -0.3721
C -4.7160 0.3236 -0.2484
P -6.2974 1.1071 0.1482
O -6.5520 0.5291 1.6465
Cl -7.6039 0.0201 -1.0452
C -3.6276 1.2122 -0.3987
C -2.3802 0.7362 -0.6370
C -2.1567 -0.6467 -0.7483
N -0.8939 -1.1038 -0.9728
H 2.0449 0.8260 -0.5528
H 2.7280 1.0007 1.0461
H 1.0499 1.4786 0.8060
H 2.2782 -3.5791 0.0177
H 0.8832 -3.0892 0.9582
H 1.1820 -2.3707 -1.9810
H 0.6204 -3.9821 -1.5087
H -1.6695 -4.3559 -1.0234
H -5.3533 -1.7255 -0.2859
H -5.9710 -0.2040 1.8886
H -3.7787 2.2796 -0.3064
H -1.5421 1.4123 -0.7480
C -1.3751 7.0748 0.6971
O -1.5421 5.8221 0.0274
P -0.3286 4.8798 -0.4055
O -0.3425 3.5549 0.2012
O 0.9830 5.7373 -0.1470
C 1.6598 5.6473 1.1180
O -0.4269 4.8463 -1.9757
C -0.5075 6.0632 -2.7254
H -1.1390 6.9231 1.7503
H -0.5932 7.6715 0.2289
H -2.3227 7.6010 0.6195
H 1.3167 4.7810 1.6814
H 1.4827 6.5604 1.6858
H 2.7225 5.5470 0.9150
H 0.1821 6.8125 -2.3364
H -1.5272 6.4465 -2.7027
H -0.2300 5.8221 -3.7472
C 4.1764 -8.2580 0.4513
O 3.3460 -7.8376 -0.6328
P 1.7959 -7.5031 -0.4897
O 1.4521 -6.1175 -0.7861
O 1.3820 -8.0110 0.9573
C 1.4484 -7.1168 2.0814
O 1.0941 -8.5403 -1.4419
C 1.3864 -9.9384 -1.3339
H 4.4445 -7.4070 1.0780
H 3.6859 -9.0220 1.0534
H 5.0792 -8.6736 0.0122
H 1.5460 -6.0836 1.7519
H 2.2950 -7.3921 2.7094
H 0.5273 -7.2296 2.6463
H 1.4388 -10.2509 -0.2911
H 2.3264 -10.1605 -1.8381
H 0.5748 -10.4684 -1.8231
C -5.7114 2.8818 3.5987
O -4.6614 3.3456 4.4534
P -4.3552 4.8745 4.7542
O -4.5407 5.2877 6.1388
O -5.2021 5.6923 3.6802
C -6.5292 6.1297 4.0034
O -2.8769 5.0424 4.2301
C -2.5254 4.5653 2.9233
H -6.6656 2.8920 4.1268
H -5.7822 3.4785 2.6892
H -5.4684 1.8639 3.3287
H -6.7111 6.0600 5.0747
H -7.2511 5.5205 3.4596
H -6.6219 7.1661 3.6886
H -3.2909 4.8153 2.1883
H -2.3696 3.4876 2.9460
H -1.5962 5.0538 2.6483
C 5.6159 -2.5356 -2.8777
O 5.4227 -1.3545 -2.1006
P 4.9342 0.0390 -2.6962
O 3.6427 0.4877 -2.1971
O 5.0389 -0.1164 -4.2769
C 3.9005 -0.5771 -5.0214
O 6.1214 1.0220 -2.3663
C 7.4639 0.6761 -2.7196
H 4.6572 -3.0030 -3.1058
H 6.1534 -2.3209 -3.8011
H 6.2052 -3.2180 -2.2711
H 2.9953 -0.5248 -4.4183
H 4.0753 -1.6017 -5.3491
H 3.7923 0.0667 -5.8904
H 7.5092 0.2335 -3.7149
H 7.8747 -0.0164 -1.9853
H 8.0394 1.5973 -2.7147


# 4
106
Properties=species:S:1:pos:R:3 method="wB97M-V/def2-TZVPD" charge=0 total_energy_ha=-4194.0301 lumo_energy_ev=-3.082 homo_ev=-10.4 e_above_lowest_kcal_mol=238.7 fmax_ha_per_bohr=0.1133
Li 4.2419 -4.0925 -1.4448
Li -2.5454 3.9845 2.8707
P 8.4675 -2.0032 -0.1555
F 7.0991 -2.5654 0.6558
F 9.1778 -1.8085 1.3387
F 8.8546 -3.5878 -0.2025
F 9.8504 -1.5094 -0.8478
F 7.6621 -2.2169 -1.5511
F 7.8384 -0.5232 -0.1332
P -0.4477 -0.1624 -0.0696
F -0.8520 -0.6838 -1.5576
F 0.5077 -1.4694 0.1577
F 0.8504 0.6641 -0.6776
F 0.0421 0.5406 1.3160
F -1.3807 1.2254 -0.2281
F -1.7323 -0.8353 0.7060
C -4.0240 1.8000 -8.0779
C -3.3597 1.2881 -9.3782
O -2.7994 2.3644 -10.1399
C -3.1781 2.6055 -11.4032
O -4.0727 1.9635 -11.9228
O -2.5133 3.6518 -11.9536
C -3.0827 4.3045 -13.1090
H -3.2934 2.2162 -7.3843
H -4.6036 0.9795 -7.6548
H -4.8567 2.5008 -8.1388
H -4.0734 0.7493 -10.0014
H -2.5691 0.5682 -9.1666
H -3.7696 5.0947 -12.8057
H -3.6849 3.6300 -13.7175
H -2.1978 4.7939 -13.5160
C -1.8902 0.5127 8.7234
C -2.5947 1.5478 9.6100
O -1.8923 2.7870 9.5714
C -1.6707 3.5551 8.5747
O -1.8972 3.3966 7.3703
O -1.2104 4.6769 9.1106
C -0.6623 5.7683 8.3714
H -1.0085 0.1596 9.2581
H -1.6071 0.9436 7.7631
H -2.4875 -0.3807 8.5413
H -2.6053 1.2681 10.6635
H -3.6445 1.7119 9.3669
H -0.2347 6.4734 9.0842
H -1.4642 6.2800 7.8392
H 0.1959 5.5012 7.7547
C -7.8196 -5.5938 -1.6619
C -7.4305 -7.0386 -1.5446
O -8.2964 -7.7410 -2.4745
C -8.0482 -8.9187 -2.9272
O -7.1560 -9.6485 -2.4536
O -8.9863 -9.2952 -3.7557
C -9.1713 -10.6407 -4.1195
H -8.7691 -5.4722 -1.1406
H -7.8049 -5.2961 -2.7103
H -7.1384 -4.9126 -1.1521
H -7.6520 -7.5053 -0.5848
H -6.3550 -7.1802 -1.6517
H -10.1656 -10.7141 -4.5601
H -9.0807 -11.3223 -3.2737
H -8.5278 -11.0365 -4.9052
C 3.9094 7.7917 2.1270
C 3.2581 6.5611 1.5232
O 2.6457 7.0466 0.3246
C 1.3753 7.3003 0.2411
O 0.6412 7.1030 1.2548
O 1.1136 7.5889 -1.0417
C -0.2454 7.9021 -1.4348
H 4.5323 7.5795 2.9959
H 3.0657 8.3364 2.5508
H 4.2646 8.4749 1.3555
H 2.5235 6.0747 2.1651
H 3.9994 5.8244 1.2136
H -0.2808 8.9898 -1.4949
H -1.0519 7.4107 -0.8905
H -0.2954 7.5952 -2.4796
C -1.5283 -7.1120 -6.6787
C -0.2097 -6.3905 -6.8602
O 0.8418 -7.3553 -6.9996
C 2.0883 -7.1146 -6.4586
O 2.3431 -6.3704 -5.5042
O 2.9476 -7.9897 -7.0176
C 4.1269 -8.5164 -6.3849
H -1.4234 -7.6633 -5.7442
H -1.7611 -7.8944 -7.4009
H -2.2590 -6.3062 -6.6083
H 0.0831 -5.9699 -5.8982
H -0.0090 -5.6142 -7.5986
H 4.8045 -7.6727 -6.2543
H 4.6001 -9.2164 -7.0735
H 3.9520 -9.0083 -5.4280
C 7.1442 5.1669 12.3268
C 6.9569 4.2633 11.1443
O 6.0002 3.3664 11.2902
C 5.3729 2.6867 10.2745
O 4.3607 2.0451 10.5102
O 6.0547 2.7337 9.1712
C 5.4581 2.0822 8.0735
H 7.7943 5.9902 12.0307
H 7.5180 4.5843 13.1688
H 6.1809 5.6060 12.5862
H 7.8430 3.6418 11.0149
H 6.8084 4.9425 10.3048
H 6.2988 2.0336 7.3815
H 4.8767 2.9059 7.6592
H 4.7993 1.2138 8.0684


# 5
87
Properties=species:S:1:pos:R:3 method="wB97M-V/def2-TZVPD" charge=-2 total_energy_ha=-6510.6684 lumo_energy_ev="3.369 / 3.369" homo_ev="-0.7 / -0.7" e_above_lowest_kcal_mol=115.5 fmax_ha_per_bohr=0.0682
W -1.9713 0.7836 -1.5030
S -0.2272 5.0647 -3.0408
Sb -1.1092 3.0563 -2.4639
S -1.3704 2.6803 -0.0230
S -1.6659 0.3585 -3.7598
S -3.4744 2.7316 -2.3785
C -1.5580 -1.4352 -1.4266
H -0.5023 -1.6877 -1.3587
H -1.9371 -1.8512 -2.3523
H -2.0908 -1.9252 -0.6124
C 3.8165 3.0987 -3.3601
Si 4.1553 1.2747 -3.2029
C 3.4347 0.4391 -4.7061
C 6.0084 1.0137 -3.2064
Si 3.0877 0.4536 -1.3184
Te 0.7403 0.8520 -1.5874
Si 3.7122 -1.7793 -1.0903
C 3.2678 -2.7513 -2.6226
C 2.7796 -2.5766 0.3231
C 5.5355 -2.0620 -0.7574
Si 3.8803 1.6122 0.5291
C 5.7380 1.5998 0.7800
C 3.0860 0.9146 2.0734
C 3.3239 3.3859 0.3984
H 4.0214 3.4497 -4.3784
H 4.4188 3.6888 -2.6595
H 2.7675 3.3202 -3.1376
H 3.7308 0.9576 -5.6257
H 2.3416 0.4630 -4.6352
H 3.7357 -0.6111 -4.7786
H 6.4329 1.5090 -4.0875
H 6.2672 -0.0493 -3.2507
H 6.4846 1.4324 -2.3138
H 2.2763 -2.4576 -2.9852
H 3.2559 -3.8266 -2.4085
H 3.9798 -2.5633 -3.4346
H 1.7083 -2.3624 0.2312
H 3.1097 -2.1874 1.2929
H 2.9153 -3.6647 0.3151
H 6.1719 -1.5932 -1.5149
H 5.7337 -3.1411 -0.7565
H 5.8348 -1.6556 0.2150
H 6.1390 0.5863 0.8854
H 5.9802 2.1656 1.6875
H 6.2545 2.0701 -0.0637
H 3.4584 -0.0885 2.3120
H 2.0042 0.8433 1.9087
H 3.2608 1.5700 2.9347
H 3.9603 3.9625 -0.2821
H 3.3240 3.8754 1.3793
H 2.3048 3.4279 -0.0020
C -4.3028 -2.3734 0.9926
Ge -4.7307 -1.6935 -0.8121
C -4.3270 -3.1313 -2.0657
C -6.6966 -1.6277 -0.7990
C -4.0728 0.0532 -1.3159
H -4.6641 -3.4043 1.0726
H -4.8067 -1.7876 1.7703
H -3.2297 -2.3661 1.1872
H -5.1711 -3.8290 -2.1104
H -3.4312 -3.6734 -1.7637
H -4.1539 -2.7169 -3.0602
H -7.0967 -2.6016 -0.4977
H -7.0667 -1.3926 -1.7994
H -7.0757 -0.8676 -0.1099
H -4.6548 0.8016 -0.7670
H -4.4387 0.1688 -2.3357
N -6.4344 1.1532 8.3655
C -5.7953 0.9999 7.4251
C -4.9720 0.7980 6.2344
C -3.6088 0.6115 6.3674
C -2.8210 0.4193 5.2411
C -3.4005 0.4104 3.9808
C -4.7708 0.5940 3.8478
C -5.5523 0.7911 4.9773
N -2.5997 0.2093 2.8430
C -1.2808 -0.2595 2.7984
C -0.9469 -0.3087 1.4921
N -2.0250 0.1044 0.7354
C -2.9753 0.4163 1.5395
H -3.1545 0.6228 7.3486
H -1.7550 0.2932 5.3520
H -5.2375 0.5658 2.8745
H -6.6192 0.9310 4.8736
H -0.7159 -0.5015 3.6795
H -0.0243 -0.6038 1.0220
H -3.9240 0.8230 1.2352